--- a ---
Density functional theory data (wB97M-V/def2-TZVPD) for the molecule C3H6FN.

Last column: natural (NBO) charge in e.
CARTESIAN COORDINATES (ANGSTROEM)
C -0.899 -0.697 0.249  -0.47
C 0.626 -0.984 0.419  -0.47
C 0.062 0.230 -0.359  0.46
N 0.156 1.551 0.149  -0.82
F 0.310 0.127 -1.751  -0.38
H -1.301 -1.245 -0.642  0.25
H -1.456 -0.389 1.201  0.25
H 1.236 -0.901 1.369  0.23
H 1.071 -1.816 -0.201  0.22
H 0.881 2.145 -0.383  0.37
H -0.685 1.979 -0.052  0.36

Results
- HOMO: -9.86 eV
- Total charge: 0
- HOMO-LUMO gap: 0.40518 Eh
- Molar mass: 75.09 g mol⁻¹
- Structure (SMILES): NC1(F)CC1


--- b ---
Density functional theory data (wB97M-V/def2-TZVPD) for a cluster of 2 separate species, C3H6FN in total.

Last column: natural (NBO) charge in e.
CARTESIAN COORDINATES (ANGSTROEM)
C -1.815 -1.493 -0.302  -0.52
C -0.730 -0.928 -0.524  -0.16
C 0.634 1.030 0.827  0.38
N 1.713 1.142 0.061  -0.86
F -0.326 2.013 0.838  -0.35
H -2.034 -2.134 -1.177  0.20
H -2.257 -1.591 0.621  0.21
H 0.051 -0.739 -1.189  0.17
H 0.803 0.596 1.796  0.14
H 1.854 1.825 -0.645  0.39
H 2.107 0.279 -0.305  0.39

Results
- HOMO (spin up / spin down): -7.50 / -6.80 eV
- Total charge: 0
- HOMO-LUMO gap (spin up / spin down): 0.31189 / 0.28518 Eh
- Molar mass: 75.09 g mol⁻¹


Most stable of them? a.


--- a ---
Density functional theory data (wB97M-V/def2-TZVPD) for a cluster of 3 separate species, C3H13NO2S in total.

Last column: natural (NBO) charge in e.
CARTESIAN COORDINATES (ANGSTROEM)
C -1.829 0.047 -0.295  -0.43
N -0.647 0.950 -0.134  -0.66
C 0.276 0.799 1.007  -0.23
C 1.549 -0.139 0.713  -0.55
S 1.749 -1.419 1.949  -0.02
H -2.670 0.726 0.290  0.20
H -1.586 -1.048 0.147  0.18
H -2.155 -0.098 -1.283  0.20
H -0.212 0.911 -0.963  0.35
H 0.510 1.836 1.311  0.19
H -0.275 0.347 1.845  0.21
H 1.358 -0.766 -0.233  0.22
H 2.359 0.540 0.667  0.22
H 1.959 -2.414 1.165  0.11
H -0.704 -2.192 -1.180  0.45
H -0.622 -3.513 -0.523  0.47
O -1.147 -2.961 -1.201  -0.91
H -0.046 2.608 -1.374  0.48
H 1.310 3.012 -0.541  0.49
O 0.825 2.771 -1.366  -0.97

Results
- HOMO: -8.75 eV
- Total charge: 0
- HOMO-LUMO gap: 0.33688 Eh
- Molar mass: 127.21 g mol⁻¹
- Structure (SMILES): CNCCS.O.O


--- b ---
Density functional theory data (wB97M-V/def2-TZVPD) for a cluster of 3 separate species, C3H13NO2S in total.

Last column: natural (NBO) charge in e.
CARTESIAN COORDINATES (ANGSTROEM)
C -2.891 0.346 0.554  -0.42
N -1.596 0.468 -0.215  -0.65
C -0.541 -0.266 0.455  -0.23
C 0.792 -0.566 -0.349  -0.46
S 1.919 0.931 0.077  -0.14
H -3.366 -0.735 0.518  0.20
H -2.643 0.666 1.545  0.18
H -3.755 0.963 0.118  0.21
H -1.276 1.372 -0.473  0.36
H -1.003 -1.214 0.726  0.18
H -0.306 0.045 1.497  0.16
H 0.692 -0.581 -1.430  0.24
H 1.122 -1.442 0.190  0.24
H 1.275 2.033 -0.624  0.14
H 2.755 -4.349 -2.934  0.46
H 3.368 -3.087 -2.871  0.46
O 2.406 -3.440 -2.918  -0.92
H 1.339 2.112 2.177  0.51
H 0.673 3.641 1.605  0.48
O 1.036 3.103 2.352  -1.00

Results
- HOMO: -8.86 eV
- Total charge: 0
- HOMO-LUMO gap: 0.34621 Eh
- Molar mass: 127.21 g mol⁻¹
- Structure (SMILES): CNCCS.O.O


--- c ---
Density functional theory data (wB97M-V/def2-TZVPD) for a cluster of 4 separate species, C3H13NO2S in total.

Last column: natural (NBO) charge in e.
CARTESIAN COORDINATES (ANGSTROEM)
C 0.312 -1.669 -1.379  -0.65
C 0.662 -0.243 -1.144  -0.05
C 1.261 0.057 0.298  -0.68
S 1.496 1.762 0.596  0.37
N 1.510 0.329 -2.185  -0.79
H 1.018 -2.420 -1.028  0.21
H -0.627 -1.937 -0.926  0.28
H 0.222 -1.779 -2.463  0.22
H -0.172 0.443 -1.168  0.21
H 2.249 -0.427 0.316  0.30
H 0.658 -0.406 1.099  0.33
H -2.746 2.737 3.593  0.01
H 1.938 1.185 -1.846  0.36
H 2.234 -0.318 -2.486  0.36
H -1.663 0.171 1.158  0.49
H -1.042 1.513 0.828  0.42
O -1.865 1.153 1.170  -0.90
H -2.159 3.086 3.310  -0.01
H -1.982 -1.924 1.293  0.45
O -1.304 -1.311 0.965  -0.93

Results
- HOMO: -9.28 eV
- Total charge: 0
- HOMO-LUMO gap: 0.14926 Eh
- Molar mass: 127.21 g mol⁻¹


Most stable of them? b.


--- a ---
Density functional theory data (wB97M-V/def2-TZVPD) for a cluster of 3 separate species, C3H13NO2S in total.

Last column: natural (NBO) charge in e.
CARTESIAN COORDINATES (ANGSTROEM)
C -0.678 -0.638 -1.862  -0.43
N 0.180 -0.333 -0.588  -0.67
C -0.365 -0.437 0.772  -0.25
C 0.826 0.093 1.685  -0.49
S 1.113 -0.779 3.425  -0.10
H -1.574 0.005 -1.941  0.20
H -0.096 -0.408 -2.793  0.21
H -0.975 -1.706 -1.815  0.20
H 0.472 0.608 -0.673  0.36
H -0.838 -1.412 1.229  0.22
H -1.257 0.269 0.993  0.15
H 0.833 1.196 1.965  0.22
H 1.760 -0.226 0.999  0.23
H 0.809 0.357 4.132  0.13
H -2.584 1.820 0.649  0.46
H -3.440 2.285 -0.405  0.47
O -2.507 1.986 -0.319  -0.93
H 1.989 -0.849 -1.777  0.48
H 3.481 -1.168 -1.532  0.47
O 2.853 -0.662 -2.145  -0.96

Results
- HOMO: -9.13 eV
- Total charge: 0
- HOMO-LUMO gap: 0.35185 Eh
- Molar mass: 127.21 g mol⁻¹
- Structure (SMILES): CNCCS.O.O


--- b ---
Density functional theory data (wB97M-V/def2-TZVPD) for a cluster of 3 separate species, C3H13NO2S in total.

Last column: natural (NBO) charge in e.
CARTESIAN COORDINATES (ANGSTROEM)
C -3.587 1.673 2.538  -0.63
C -2.387 1.910 1.608  -0.06
C -2.264 0.891 0.469  -0.51
S -1.016 1.355 -0.779  -0.05
N -1.136 2.089 2.301  -0.89
H -4.384 2.406 2.356  0.22
H -3.276 1.917 3.556  0.22
H -3.896 0.628 2.572  0.21
H -2.501 2.885 1.140  0.19
H -1.954 -0.066 0.899  0.21
H -3.241 0.784 0.015  0.22
H -0.041 0.842 -0.022  0.13
H -0.747 1.605 3.088  0.38
H -0.670 2.968 2.185  0.38
H 4.693 -3.137 -2.484  0.47
H 4.385 -1.936 -3.235  0.47
O 4.843 -2.775 -3.377  -0.94
H 4.700 -4.855 -2.302  0.47
H 4.082 -5.614 -1.172  0.47
O 4.769 -4.960 -1.344  -0.94

Results
- HOMO: -8.89 eV
- Total charge: 0
- HOMO-LUMO gap: 0.34892 Eh
- Molar mass: 127.21 g mol⁻¹
- Structure (SMILES): C[C@@H](N)CS.O.O


Most stable of them? b.


--- a ---
Density functional theory data (wB97M-V/def2-TZVPD) for a cluster of 2 separate species, C5H11IN2 in total.

Last column: natural (NBO) charge in e.
CARTESIAN COORDINATES (ANGSTROEM)
C 2.220 -3.835 0.657  0.10
C -0.481 0.545 1.173  -0.62
C -0.222 2.007 -0.718  -0.62
C -0.715 -0.618 -1.173  -0.65
C 0.003 0.472 -0.321  0.15
N 1.289 -3.280 0.337  -0.33
N 1.434 0.257 -0.143  -0.82
I 2.650 0.237 -1.744  0.27
H 3.102 -4.340 0.912  0.23
H 1.465 -0.535 0.458  0.37
H 0.082 1.236 1.822  0.22
H -1.520 0.728 1.378  0.21
H -0.303 -0.398 1.539  0.19
H -0.035 2.027 -1.854  0.20
H 0.439 2.516 -0.039  0.22
H -1.157 2.257 -0.463  0.20
H -1.788 -0.521 -0.868  0.21
H -0.426 -0.339 -2.198  0.22
H -0.353 -1.497 -0.773  0.23

Results
- HOMO: -8.27 eV
- Total charge: 0
- HOMO-LUMO gap: 0.31952 Eh
- Molar mass: 226.06 g mol⁻¹
- Structure (SMILES): CC(C)(C)NI.C#N


--- b ---
Density functional theory data (wB97M-V/def2-TZVPD) for the molecule C5H11IN2.

Last column: natural (NBO) charge in e.
CARTESIAN COORDINATES (ANGSTROEM)
C -0.531 -2.363 0.478  -0.40
C 0.639 -1.367 0.788  -0.40
C -1.378 -1.147 0.007  -0.41
C -0.231 -0.224 0.314  -0.22
C 0.297 0.668 -0.804  -0.24
N 0.377 2.784 0.134  -0.59
N 1.116 1.774 -0.285  -0.21
I 2.386 2.441 -2.089  -0.10
H -0.437 -3.182 -0.208  0.21
H -0.861 -2.697 1.512  0.20
H 0.878 -1.235 1.787  0.21
H 1.466 -1.445 0.099  0.20
H -1.606 -1.040 -1.107  0.20
H -2.236 -1.052 0.682  0.22
H -0.253 0.561 1.169  0.21
H 0.806 -0.015 -1.395  0.22
H -0.655 1.054 -1.293  0.16
H 0.827 3.588 0.561  0.40
H -0.604 2.896 -0.349  0.35

Results
- HOMO (spin up / spin down): -8.27 / -8.27 eV
- Total charge: 0
- HOMO-LUMO gap (spin up / spin down): 0.29217 / 0.29219 Eh
- Molar mass: 226.06 g mol⁻¹
- Structure (SMILES): NN(I)CC1CCC1


Most stable of them? a.